64
Properties=species:S:1:pos:R:3 method="wB97M-V/def2-TZVPD" homo_ev="-7.56 / -7.56" e_tot_ev=-258897.1286 spin_multiplicity=1
Sn -0.0150 -0.0135 -1.3701
O 0.3464 0.1608 1.0967
C 0.2859 1.3398 1.8380
C 0.5159 2.7795 0.6851
O 0.6415 3.8064 1.2890
O 0.5041 2.3192 -0.4363
C 1.4357 1.3943 2.8059
C 1.2754 0.7093 4.0111
C 2.3483 0.5657 4.8741
C 3.5797 1.1175 4.5523
C 3.7409 1.7946 3.3544
C 2.6778 1.9211 2.4729
C -1.0667 1.6878 2.2959
C -1.2489 2.6892 3.2592
C -2.5220 3.0420 3.6550
C -3.6343 2.4034 3.1149
C -3.4638 1.4186 2.1577
C -2.1912 1.0823 1.7239
H 1.2782 -0.1094 1.0289
H 0.3158 0.2688 4.2491
H 2.2248 0.0078 5.7928
H 4.4173 1.0031 5.2271
H 4.7022 2.2135 3.0917
H 2.8247 2.4261 1.5286
H -0.3903 3.2020 3.6678
H -2.6500 3.8301 4.3840
H -4.6283 2.6983 3.4214
H -4.3234 0.9233 1.7271
H -2.0504 0.3318 0.9555
C 2.7301 0.7673 -5.1508
C 2.0434 0.3418 -3.8927
N 0.7982 0.3845 -3.7191
O -0.0012 0.8656 -4.7199
C 2.7812 -0.1382 -2.7192
C 4.1770 -0.6826 -2.8490
N 2.1856 -0.0420 -1.5749
O 2.5587 -0.2957 -0.4255
H 2.1628 1.5831 -5.5956
H 2.7431 -0.0467 -5.8772
H 3.7483 1.0933 -4.9580
H -0.8739 0.9483 -4.2849
H 4.3135 -1.1499 -3.8217
H 4.3340 -1.4212 -2.0648
H 4.9153 0.1115 -2.7239
Br 1.8134 -4.9383 -1.1116
C 0.0023 -4.4062 -1.0154
C -1.0108 -5.3523 -0.8507
C -2.3226 -4.9494 -0.8164
Br -3.6691 -6.2792 -0.6284
C -2.6717 -3.5839 -0.9122
C -3.9862 -3.0713 -0.9098
C -4.1907 -1.7156 -0.9662
C -3.0801 -0.8587 -1.0208
N -1.8480 -1.3084 -1.0657
C -1.6238 -2.6419 -1.0324
C -0.2608 -3.0463 -1.1331
O 0.6388 -2.1534 -1.3215
H -0.7553 -6.3982 -0.7626
H -4.8177 -3.7614 -0.8676
H -5.1905 -1.3073 -0.9726
H -3.1912 0.2194 -1.0472
Se -3.2128 3.1559 -1.0706
C -2.3741 1.9494 -1.9795
N -1.7952 1.1141 -2.5926